No. 1
DFT (wB97M-V/def2-TZVPD) results for a 2-piece molecular cluster, C3H11ClN2Si overall in a non-equilibrium geometry.

ORCA input file:
```
! RIJCOSX wB97M-V def2-TZVPD def2/J DEFGRID3
* xyz 0 1
C -1.783 -1.607 1.244
C -2.189 -0.128 -0.758
C -0.225 1.483 0.226
N -1.474 -0.526 0.459
N -0.537 0.257 0.853
Si 3.354 -0.213 -0.468
Cl 5.207 -0.289 0.210
H -2.441 -2.365 0.816
H -1.032 -1.786 1.990
H 2.465 -0.521 0.579
H -3.082 -0.791 -0.999
H -2.531 0.849 -0.634
H -1.409 -0.071 -1.417
H 0.384 2.105 0.908
H 0.317 1.506 -0.716
H -1.029 2.283 0.100
H 3.003 1.079 -0.918
H 3.003 -1.265 -1.475
*
```

**Kohn-Sham gap**: 8.16 eV
**Energy above the lowest of the compared OMol25 structures with the same formula, charge and spin**: 134.3 kcal per mole
**Electronic energy**: -979.97916 a.u.
**Highest occupied orbital energy**: -7.3 eV

Results of the Löwdin charge analysis, in e, for atoms 1 through 8: 0.02 0.00 -0.21 -0.30 -0.07 0.09 0.24 0.05



No. 2
DFT (wB97M-V/def2-TZVPD) results for a 2-piece molecular cluster, C3H11F2NOSi2 overall in a non-equilibrium geometry.

ORCA input file:
```
! RIJCOSX wB97M-V def2-TZVPD def2/J DEFGRID3
* xyz 0 1
C -3.770 -0.391 -0.240
Si -1.940 -0.066 0.042
O -0.933 -0.303 -1.177
F -1.540 -0.929 1.377
F -1.702 1.415 0.604
H -3.954 -0.493 -1.305
H -3.970 -1.350 0.118
H -4.546 0.247 0.290
H 0.066 0.081 -1.253
C 2.047 1.413 1.287
Si 1.990 0.362 -0.239
C 2.074 -1.517 -0.245
N 1.582 0.789 -1.738
H 1.116 1.850 1.571
H 2.279 0.832 2.182
H 2.824 2.120 1.322
H 1.464 -1.941 0.662
H 1.902 -2.042 -1.266
H 3.133 -1.688 0.165
H 1.878 1.611 -2.158
*
```

**Structure (SMILES)**: C[Si](O)(F)F.C[Si](C)=N
**Kohn-Sham gap**: 9.52 eV
**Energy above the lowest of the compared OMol25 structures with the same formula, charge and spin**: 67.8 kcal per mole
**Electronic energy**: -1029.77755 a.u.
**Highest occupied orbital energy**: -9.5 eV

Results of the Löwdin charge analysis, in e, for atoms 1 through 8: -0.13 0.18 -0.16 -0.14 -0.11 0.03 -0.01 0.07



No. 3
DFT (wB97M-V/def2-TZVPD) results for a 2-piece molecular cluster, C3H11IN3 overall in a non-equilibrium geometry.

ORCA input file:
```
! RIJCOSX wB97M-V def2-TZVPD def2/J DEFGRID3
* xyz 1 3
C -0.629 -1.498 1.374
C 0.105 2.310 0.135
C -0.201 -0.852 -1.019
N 0.849 -1.631 -1.123
N -0.908 -0.708 0.180
N 0.942 1.253 -0.417
I -2.925 0.013 0.021
H 0.481 -1.874 1.525
H -0.907 -0.837 2.092
H -1.390 -2.407 1.488
H -0.831 2.564 -0.578
H -0.383 1.937 1.090
H 0.671 3.240 0.370
H -0.679 -0.391 -2.004
H 1.339 -1.598 -1.947
H 1.359 -1.954 -0.251
H 1.639 0.937 0.255
H 1.468 1.496 -1.192
*
```

**Kohn-Sham gap (alpha / beta)**: 8.05 / 6.17 eV
**Electronic energy**: -582.46268 a.u.
**<S²>**: 2.009
**Highest occupied orbital energy (alpha / beta)**: -11.3 / -13.3 eV

Results of the Löwdin charge analysis, in e, for atoms 1 through 8: -0.16 -0.18 -0.26 0.17 -0.55 -0.06 0.95 0.12